No. 1
Below is a cluster of 2 separate species, C2H5N3O2 in total, with properties calculated with the ωB97M-V functional and the def2-TZVPD basis.

Maximum force (eV/A): 6.0
Frontier orbital gap (hartree): 0.341
LUMO level (eV): 0.53
Energy above the lowest of the compared OMol25 structures with the same formula, charge and spin (kJ/mol): 781.0
Total energy (Ha): -393.7218
Multiplicity: 1

Cartesian coordinates (Å):
C (-0.365, 0.868, -0.312)
C (-0.115, -0.492, 0.290)
N (-1.404, 1.349, -0.760)
N (1.799, 0.723, 0.450)
N (-0.421, -1.768, -0.266)
O (0.839, 1.548, -0.230)
O (1.190, -0.602, 0.588)
H (-1.052, -0.106, 1.746)
H (-1.441, 2.349, -0.977)
H (2.695, 0.512, -0.144)
H (-1.489, -1.716, -0.527)
H (-0.237, -2.665, 0.143)

Löwdin atomic charge list, values in e, 2 entries: number 1, C, carries -0.450; number 2, C, carries -0.428


No. 2
Below is a structure of composition C21H24ClN3O2, with properties calculated with the ωB97M-V functional and the def2-TZVPD basis.

Maximum force (eV/A): 16.5
Frontier orbital gap (hartree): 0.262
LUMO level (eV): 0.54
Energy above the lowest of the compared OMol25 structures with the same formula, charge and spin (kJ/mol): 1828.9
Total energy (Ha): -1588.9447
Multiplicity: 1

Cartesian coordinates (Å):
C (-6.627, -3.055, 0.760)
C (-5.125, -2.564, 0.431)
O (-4.112, -3.060, 0.675)
O (-5.262, -1.364, -0.148)
C (-4.114, -0.862, -0.639)
C (-4.073, 0.568, -0.093)
C (-2.975, 1.227, -0.345)
C (-1.880, 0.748, -1.341)
C (-2.066, -0.585, -1.670)
C (-3.102, -1.366, -1.218)
H (-3.301, -2.160, -1.458)
H (-1.335, -1.015, -2.229)
C (-0.650, 1.325, -1.759)
N (0.189, 2.240, -0.901)
N (0.231, 2.224, 0.257)
C (-0.413, 1.274, 1.458)
H (-1.128, 1.623, 1.934)
C (0.704, 0.751, 2.390)
N (2.125, 0.729, 1.596)
C (2.522, 1.951, 1.329)
C (1.386, 2.906, 0.767)
H (1.040, 3.593, 1.894)
H (1.758, 3.703, 0.128)
H (3.130, 1.779, 0.522)
H (3.168, 2.490, 1.773)
C (2.091, -0.374, 0.610)
C (3.424, -0.980, 0.259)
C (4.376, -0.893, 1.234)
C (5.554, -1.461, 1.070)
C (6.043, -1.579, -0.300)
C (5.115, -1.173, -1.438)
C (3.780, -0.934, -1.190)
H (3.137, -0.663, -1.835)
H (5.387, -1.500, -2.440)
Cl (7.595, -2.071, -0.762)
H (6.392, -1.422, 1.777)
H (4.058, -0.947, 2.123)
H (1.485, -1.250, 1.294)
H (1.460, -0.038, -0.275)
H (0.307, -0.015, 2.843)
H (0.969, 1.444, 3.282)
H (-0.892, 0.529, 1.023)
C (-0.572, 1.555, -3.105)
H (-1.422, 1.847, -3.585)
H (0.258, 2.315, -3.422)
H (-0.119, 0.549, -3.570)
H (-2.705, 2.289, -0.210)
H (-4.683, 0.989, 0.440)
H (-7.099, -3.230, -0.383)
H (-6.776, -3.864, 1.367)
H (-7.254, -2.224, 1.079)

Löwdin atomic charge list, values in e, 2 entries: number 1, C, carries 0.043; number 2, C, carries -0.514


No. 3
Below is a cluster of 9 separate species, C30H86N7O13 in total, with properties calculated with the ωB97M-V functional and the def2-TZVPD basis.

Maximum force (eV/A): 4.2
Frontier orbital gap (hartree): 0.248
Total charge: +5
LUMO level (eV): -10.87
Energy above the lowest of the compared OMol25 structures with the same formula, charge and spin (kJ/mol): 538.2
Total energy (Ha): -2554.1187
Multiplicity: 1

Cartesian coordinates (Å):
C (2.675, -0.747, 2.522)
C (2.814, -2.315, 2.396)
C (3.988, -2.880, 1.622)
O (4.052, -4.323, 1.728)
C (3.089, -5.177, 1.054)
N (2.708, -3.046, 3.785)
H (3.590, -3.132, 4.268)
H (2.082, -2.627, 4.459)
H (2.366, -3.982, 3.621)
H (2.692, -0.342, 1.510)
H (3.392, -0.178, 3.113)
H (1.672, -0.555, 2.902)
H (1.910, -2.603, 1.860)
H (4.901, -2.522, 2.097)
H (4.037, -2.571, 0.577)
H (3.089, -6.236, 1.315)
H (3.383, -5.060, 0.011)
H (2.055, -4.861, 1.196)
C (0.183, 3.146, 1.860)
C (-1.046, 3.459, 0.873)
C (-2.406, 2.819, 1.410)
O (-3.536, 3.437, 0.720)
C (-4.807, 3.189, 1.342)
N (-1.255, 4.987, 0.647)
H (-2.153, 5.102, 0.200)
H (-1.062, 5.486, 1.503)
H (-0.572, 5.302, -0.028)
H (1.149, 3.474, 1.476)
H (0.181, 2.070, 2.030)
H (0.086, 3.700, 2.794)
H (-0.868, 3.033, -0.114)
H (-2.400, 3.026, 2.480)
H (-2.467, 1.738, 1.279)
H (-4.857, 2.181, 1.752)
H (-5.653, 3.113, 0.659)
H (-5.104, 3.949, 2.065)
C (5.227, 2.187, -1.478)
C (4.285, 3.007, -0.528)
C (4.909, 4.366, -0.073)
O (3.971, 4.982, 0.805)
C (4.497, 6.188, 1.261)
N (2.873, 3.154, -1.143)
H (2.373, 2.295, -0.967)
H (2.413, 3.973, -0.771)
H (2.957, 3.246, -2.145)
H (6.157, 1.866, -1.008)
H (5.505, 2.815, -2.324)
H (4.846, 1.328, -2.030)
H (4.082, 2.458, 0.392)
H (5.018, 5.031, -0.930)
H (5.871, 4.180, 0.404)
H (5.412, 6.283, 1.845)
H (3.842, 6.584, 2.037)
H (4.566, 6.874, 0.416)
C (-2.541, 4.107, 5.095)
C (-2.784, 2.757, 5.788)
C (-2.839, 1.504, 4.781)
O (-1.531, 1.110, 4.315)
C (-1.503, 0.002, 3.488)
N (-1.568, 2.487, 6.654)
H (-1.547, 1.478, 6.611)
H (-0.763, 2.886, 6.192)
H (-1.598, 2.740, 7.632)
H (-2.465, 5.022, 5.681)
H (-3.286, 4.364, 4.341)
H (-1.645, 4.037, 4.478)
H (-3.651, 2.737, 6.449)
H (-3.563, 1.495, 3.967)
H (-3.194, 0.650, 5.358)
H (-1.650, 0.266, 2.441)
H (-2.316, -0.649, 3.808)
H (-0.531, -0.474, 3.620)
C (1.985, 1.576, -4.771)
C (1.142, 0.454, -5.327)
C (1.970, -0.830, -5.557)
O (1.326, -1.876, -6.277)
C (1.973, -3.210, -6.073)
N (0.037, 0.075, -4.302)
H (-0.206, -0.887, -4.492)
H (0.410, 0.072, -3.364)
H (-0.774, 0.672, -4.383)
H (1.426, 2.491, -4.575)
H (2.625, 1.736, -5.639)
H (2.600, 1.291, -3.918)
H (0.592, 0.789, -6.206)
H (2.309, -1.150, -4.572)
H (2.838, -0.491, -6.121)
H (3.032, -3.033, -6.262)
H (1.617, -3.883, -6.853)
H (1.886, -3.600, -5.058)
C (-4.234, 2.662, -2.266)
C (-4.434, 1.252, -2.538)
C (-3.987, 0.233, -1.397)
O (-4.126, -1.145, -1.699)
C (-3.133, -1.626, -2.576)
N (-5.985, 1.016, -2.798)
H (-6.216, 1.467, -3.672)
H (-6.225, 0.037, -2.864)
H (-6.586, 1.326, -2.048)
H (-3.177, 2.928, -2.243)
H (-4.682, 2.901, -1.301)
H (-4.666, 3.418, -2.921)
H (-3.869, 1.002, -3.436)
H (-4.524, 0.487, -0.483)
H (-2.929, 0.416, -1.210)
H (-3.020, -1.094, -3.521)
H (-3.558, -2.609, -2.778)
H (-2.176, -1.838, -2.099)
C (-1.804, -4.495, -0.742)
C (-0.297, -4.685, -0.865)
C (-0.080, -6.221, -1.134)
O (1.281, -6.649, -1.222)
C (1.460, -8.052, -1.280)
N (0.147, -3.822, -2.028)
H (1.094, -4.025, -2.314)
H (-0.363, -3.897, -2.896)
H (0.146, -2.829, -1.841)
H (-2.243, -5.124, 0.033)
H (-2.355, -4.705, -1.658)
H (-1.943, -3.449, -0.466)
H (0.198, -4.330, 0.038)
H (-0.653, -6.578, -1.990)
H (-0.546, -6.835, -0.364)
H (0.858, -8.568, -2.028)
H (1.127, -8.468, -0.329)
H (2.499, -8.381, -1.288)
O (-2.489, -3.783, 2.428)
C (-1.291, -3.110, 2.448)
O (-0.471, -3.190, 3.416)
O (-1.010, -2.353, 1.535)
H (-2.416, -4.312, 3.226)
O (0.382, 0.087, 0.528)
C (0.547, 0.026, -0.803)
O (0.462, -1.039, -1.458)
O (0.850, 1.110, -1.378)
H (-0.088, -0.748, 0.581)

Löwdin atomic charge list, values in e, 2 entries: number 1, C, carries -0.015; number 2, C, carries -0.252